# C33H88O11

A 11-piece molecular cluster, C33H88O11 overall in a non-equilibrium geometry (ωB97M-V with the def2-TZVPD basis set, the Open Molecules 2025 dataset).

CARTESIAN COORDINATES (ANGSTROEM)
C: 15.0413 25.1124 18.5901
C: 15.0776 24.3715 17.2596
C: 14.4652 25.2099 16.1649
O: 16.4283 24.0576 16.8873
H: 14.0270 25.4626 18.7868
H: 15.7304 25.9578 18.6010
H: 15.3566 24.4325 19.3863
H: 14.5718 23.4035 17.3558
H: 14.5534 24.8182 15.1542
H: 14.8820 26.2219 16.1831
H: 13.4045 25.3661 16.3861
H: 16.8173 23.5869 17.6378
C: 20.3578 21.2414 23.1617
C: 21.5674 21.4989 24.0125
C: 21.4155 22.6060 25.0348
O: 21.9433 20.3251 24.7658
H: 19.4634 21.0955 23.7744
H: 20.4774 20.3305 22.5676
H: 20.1446 22.0523 22.4626
H: 22.4513 21.6942 23.3908
H: 22.3651 22.8192 25.5164
H: 20.5968 22.3722 25.7129
H: 21.1361 23.5193 24.4949
H: 22.1450 19.5917 24.1781
C: 11.9609 20.3283 18.1599
C: 11.4440 20.7892 19.5164
C: 12.2434 20.2546 20.7037
O: 11.5143 22.2198 19.4744
H: 11.9247 19.2433 18.0718
H: 12.9736 20.6761 17.9773
H: 11.2451 20.7389 17.4453
H: 10.4127 20.4439 19.6544
H: 12.4020 19.1840 20.5398
H: 11.7122 20.3785 21.6498
H: 13.2220 20.7257 20.8048
H: 11.4720 22.5388 20.3814
C: 21.6503 18.9239 17.7484
C: 22.8755 19.5856 17.1081
C: 24.1522 19.5575 17.9281
O: 23.1771 18.8753 15.8846
H: 20.9979 18.6860 16.9116
H: 21.1511 19.6858 18.3580
H: 21.8417 18.0830 18.4130
H: 22.5936 20.5909 16.8014
H: 24.0945 20.1356 18.8638
H: 25.0029 19.9846 17.4039
H: 24.3482 18.5533 18.3121
H: 23.5400 18.0134 16.1094
C: 21.4942 22.9607 19.8138
C: 22.7309 23.1852 20.6488
C: 24.0200 23.2353 19.8461
O: 22.5177 24.4568 21.3010
H: 20.6032 22.7444 20.4045
H: 21.5998 22.0869 19.1651
H: 21.2877 23.8464 19.2117
H: 22.8024 22.4435 21.4493
H: 24.0978 22.3104 19.2716
H: 24.8919 23.3767 20.4815
H: 23.9738 24.0391 19.1092
H: 23.2585 24.6328 21.8907
C: 17.0454 17.4509 21.8961
C: 17.3774 15.9636 21.9553
C: 16.7657 15.2557 23.1729
O: 16.9755 15.3010 20.7731
H: 17.3823 17.8239 20.9243
H: 17.5998 18.0060 22.6534
H: 15.9697 17.6215 21.9645
H: 18.4572 15.8483 22.0803
H: 17.1896 15.6287 24.1057
H: 17.0405 14.2039 23.0717
H: 15.6805 15.3560 23.2000
H: 16.0635 14.9766 20.8726
C: 18.4070 25.6523 21.4094
C: 19.5771 26.5846 21.7258
C: 19.0734 27.8201 22.4383
O: 20.4720 25.8953 22.6029
H: 17.7306 26.1427 20.6992
H: 17.9107 25.5184 22.3706
H: 18.6313 24.7132 20.9020
H: 20.0697 26.9135 20.8052
H: 18.2662 28.2696 21.8520
H: 19.8590 28.5675 22.5617
H: 18.6866 27.6341 23.4420
H: 21.2463 25.6110 22.0975
C: 16.8228 23.6141 24.6750
C: 15.5415 23.7416 23.8440
C: 15.6684 23.0026 22.5211
O: 14.3481 23.3200 24.5047
H: 17.6462 23.9196 24.0349
H: 16.8893 22.6300 25.1417
H: 16.7754 24.3304 25.5015
H: 15.4218 24.8069 23.6277
H: 16.3226 23.5463 21.8311
H: 14.7015 22.9119 22.0233
H: 16.0755 21.9904 22.6050
H: 14.5951 22.7453 25.2352
C: 13.3196 16.3673 19.4911
C: 13.0629 15.5157 20.7234
C: 11.8005 14.6834 20.5521
O: 14.1795 14.6620 21.0032
H: 14.0501 17.1568 19.6508
H: 12.3724 16.7911 19.1558
H: 13.6748 15.7414 18.6683
H: 12.9085 16.1915 21.5722
H: 10.9290 15.3114 20.3698
H: 11.6249 14.0282 21.4062
H: 11.8841 14.0597 19.6537
H: 13.8429 13.7625 20.9579
C: 18.1898 17.1246 17.6221
C: 16.7137 16.8052 17.7980
C: 15.9622 17.2817 16.5641
O: 16.4873 15.4076 17.8830
H: 18.3182 18.1963 17.4537
H: 18.6363 16.6241 16.7560
H: 18.8605 16.8023 18.4258
H: 16.3601 17.3515 18.6779
H: 16.0158 16.5480 15.7575
H: 16.3327 18.2258 16.1556
H: 14.8887 17.4546 16.6988
H: 16.8354 15.1269 18.7429
C: 18.4338 20.3875 19.6500
C: 17.1675 20.9163 18.9940
C: 15.9007 20.4442 19.6780
O: 17.1795 22.3540 19.0279
H: 19.2978 20.9447 19.2646
H: 18.6641 19.3709 19.3330
H: 18.4781 20.5545 20.7288
H: 17.1520 20.5964 17.9509
H: 15.8249 19.3549 19.7146
H: 15.0232 20.8281 19.1525
H: 15.7882 20.8085 20.7014
H: 17.7051 22.6312 19.7846

Cartesian forces, eV/Å:
C -0.017 -0.412 0.105
C 0.782 -0.214 -0.215
C -0.536 0.631 0.139
O -0.132 0.384 0.017
H 0.033 0.007 0.170
H -0.054 0.080 -0.235
H -0.138 0.059 0.079
H -0.405 0.183 0.051
H 0.146 -0.249 0.100
H 0.276 -0.140 -0.079
H -0.019 -0.219 -0.095
H 0.025 -0.137 -0.090
C -0.643 -0.200 -0.259
C 1.214 -0.642 0.492
C -0.339 0.485 -1.093
O -0.369 0.021 0.307
H 0.083 0.037 0.092
H 0.117 0.021 -0.011
H 0.133 0.141 0.119
H -0.268 0.388 -0.214
H -0.098 -0.241 0.378
H 0.229 -0.047 0.298
H -0.054 -0.021 0.089
H -0.065 0.092 -0.161
C -0.819 -0.058 0.362
C 0.821 0.126 0.322
C 0.010 -0.407 -0.209
O -0.262 -0.162 0.144
H 0.056 -0.080 0.049
H 0.002 0.132 -0.075
H 0.412 0.028 -0.341
H -0.105 0.173 -0.193
H 0.029 0.007 0.220
H -0.048 0.049 -0.042
H -0.007 0.076 -0.187
H -0.060 0.108 -0.033
C 0.056 1.289 0.196
C 0.511 -1.465 -0.344
C -0.264 0.672 1.391
O -0.204 0.511 -0.199
H -0.211 -0.319 0.225
H -0.134 -0.159 0.042
H 0.208 -0.240 -0.313
H 0.168 0.068 -0.107
H -0.339 0.079 -0.212
H 0.020 -0.299 -0.298
H 0.182 -0.169 -0.481
H -0.007 -0.007 0.111
C -0.247 -0.395 -0.273
C -0.023 0.633 0.467
C -0.543 -0.220 -0.422
O 0.158 0.075 0.057
H 0.126 0.244 0.271
H 0.212 0.138 -0.124
H 0.067 -0.059 -0.112
H 0.031 -0.244 -0.213
H 0.315 -0.050 0.151
H 0.059 -0.087 0.002
H -0.012 0.121 0.126
H 0.067 -0.054 -0.037
C 0.367 -0.229 -0.556
C -0.414 0.052 1.070
C 0.380 0.021 -0.343
O 0.074 -0.202 -0.397
H -0.058 0.065 0.044
H -0.237 0.029 0.187
H -0.002 0.060 0.166
H 0.083 -0.001 -0.473
H -0.047 0.079 -0.005
H -0.200 -0.060 0.215
H -0.019 -0.013 -0.035
H -0.008 0.221 0.072
C -0.312 0.800 -0.431
C -0.095 -0.575 0.264
C -0.208 0.605 -0.059
O 0.240 0.363 -0.200
H -0.165 0.140 0.319
H -0.287 -0.438 -0.189
H 0.529 -0.127 0.433
H 0.199 -0.206 0.023
H 0.062 0.074 0.063
H 0.074 -0.076 -0.132
H -0.016 -0.394 -0.080
H -0.244 -0.286 -0.007
C -1.163 0.690 0.409
C 0.293 -0.144 -0.363
C 0.069 -0.025 -0.568
O 0.297 0.050 0.304
H 0.363 -0.478 0.146
H 0.439 -0.199 -0.406
H 0.067 -0.017 -0.033
H -0.206 -0.014 -0.044
H 0.017 0.019 0.101
H -0.060 0.104 0.093
H -0.012 0.026 0.344
H -0.056 -0.026 0.012
C -0.061 -0.432 -0.368
C -0.478 0.397 -0.122
C 0.104 -0.188 -0.480
O -0.146 0.013 0.063
H 0.036 0.059 0.099
H 0.034 0.293 0.091
H 0.117 -0.029 0.082
H 0.200 -0.157 0.148
H -0.001 0.066 0.287
H -0.087 0.110 0.081
H 0.131 -0.044 0.084
H 0.251 -0.103 0.033
C 0.841 -0.113 -0.276
C 0.303 0.095 -0.878
C -0.701 0.366 -0.570
O -0.022 0.110 0.504
H 0.060 0.017 0.135
H -0.458 -0.001 -0.215
H -0.447 0.151 0.394
H -0.178 -0.243 0.192
H 0.308 -0.111 0.126
H 0.235 -0.044 0.200
H 0.082 -0.191 0.431
H -0.027 0.013 -0.006
C 0.810 0.470 -0.656
C 0.063 0.007 0.851
C -0.597 -0.170 -0.032
O 0.092 -0.041 -0.239
H -0.178 0.142 -0.149
H -0.324 -0.239 0.544
H -0.351 -0.420 0.086
H 0.006 0.265 -0.094
H 0.069 -0.010 -0.112
H 0.078 -0.066 -0.147
H 0.409 0.044 0.022
H -0.039 0.029 0.042

- gap between HOMO and LUMO (eV) = 9.70
- largest force on an atom (eV Å⁻¹) = 1.6
- calculated total energy (a.u.) = -2137.71475
- highest occupied orbital energy (eV) = -9.430
- structure (SMILES) = CC(C)O.CC(C)O.CC(C)O.CC(C)O.CC(C)O.CC(C)O.CC(C)O.CC(C)O.CC(C)O.CC(C)O.CC(C)O

Mulliken population analysis, charges in e, atoms 1 to 6:
1. C -1.018
2. C 1.169
3. C -1.584
4. O -0.595
5. H 0.420
6. H 0.321